one) # C2H3F3N2

An isolated molecule of C2H3F3N2 (ωB97M-V/def2-TZVPD, the OMol25 dataset).

Values from the calculation:
SMILES string = C/C(=N/F)N(F)F
2S+1 = 1
Net charge = 0
E_LUMO (spin up / spin down) = -0.005 / -0.005 hartree

Last column: Mulliken charge in e.
Geometry (Å):
C -1.3006 0.0757 0.0082  -1.016
C 0.2032 0.2706 0.1434  0.566
N 0.6978 1.7230 0.2992  -0.242
F 2.0333 1.9176 0.1620  -0.150
N 0.9128 -0.8376 0.1624  0.203
F 0.4464 -2.0245 -0.3138  -0.155
F 2.2077 -0.7655 -0.3192  -0.156
H -1.5418 -0.8466 -0.5287  0.323
H -1.8848 -0.3875 0.8712  0.292
H -1.7740 0.8749 -0.4847  0.335

two) # C2H3F3N2

A cluster of 2 separate species, C2H3F3N2 in total (ωB97M-V/def2-TZVPD, the OMol25 dataset).

Values from the calculation:
2S+1 = 1
Net charge = 0
E_LUMO = 0.029 hartree

Last column: Mulliken charge in e.
Geometry (Å):
C -1.4735 -0.8705 0.1094  -0.280
C 1.5368 -0.1785 -0.1905  0.572
N -2.0597 1.4079 0.2756  -1.083
N -1.7072 0.2452 0.2458  0.622
F 2.6878 -0.2948 -0.7354  -0.180
F 1.4629 -1.0172 0.8682  -0.217
F 1.2077 1.0968 0.2086  -0.225
H -1.0333 -1.7669 0.1755  0.519
H 0.7142 -0.5490 -0.8392  0.022
H -1.3358 1.9271 -0.1179  0.251

The most stable arrangement is two), and the next structure is 5.020 eV less stable.

one) # C3H7N2OS

The ion C3H7N2OS with charge +1 (ωB97M-V/def2-TZVPD, the OMol25 dataset).

Values from the calculation:
2S+1 = 1
Net charge = +1
E_LUMO = -0.142 hartree

Last column: Mulliken charge in e.
Geometry (Å):
C 0.1720 0.7015 0.0987  0.273
C -1.5158 -0.5336 -0.6725  -0.505
C -0.4308 -1.4834 -0.1300  -0.495
N -1.0701 0.7699 -0.3082  -0.099
N 0.6350 -0.5795 0.1783  -0.091
O 2.6735 1.6465 1.2116  -0.437
S 1.4735 2.2736 0.3185  0.176
H -1.5392 -0.6093 -1.7683  0.310
H -2.4181 -0.7761 -0.2586  0.336
H -0.7568 -2.0818 0.6535  0.289
H -0.1981 -2.3325 -0.8085  0.335
H -1.3615 1.5214 -0.8737  0.291
H 1.5965 -0.7762 0.3120  0.208
H 2.7399 2.2593 2.0471  0.409

two) # C3H7N2OS

The ion C3H7N2OS with charge +1 (ωB97M-V/def2-TZVPD, the OMol25 dataset).

Values from the calculation:
SMILES string = C=CSN[N+](C)=O
2S+1 = 1
Net charge = +1
E_LUMO (spin up / spin down) = -0.190 / -0.190 hartree

Last column: Mulliken charge in e.
Geometry (Å):
C -3.0099 -0.3618 0.3793  -0.613
C -1.9887 -0.7164 -0.3828  -0.115
S -0.7135 0.4988 -0.1381  -0.017
N 0.6974 -0.5193 0.0664  -0.257
N 1.9449 -0.2293 0.0912  0.816
C 2.1918 1.2412 0.0664  -0.698
O 2.7412 -1.1052 0.0948  -0.522
H -4.0345 -0.8692 0.2038  0.234
H -2.9493 0.4718 1.0948  0.314
H -1.7910 -1.3241 -1.1786  0.478
H 0.3755 -1.5005 -0.0973  0.360
H 1.9349 1.5675 1.0076  0.414
H 1.4689 1.5145 -0.7054  0.294
H 3.1324 1.3322 -0.5020  0.313

The most stable arrangement is one), and the next structure is 3.707 eV less stable.

one) # CH3O3

A cluster of 2 separate species, CH3O3 in total (ωB97M-V/def2-TZVPD, the OMol25 dataset).

Values from the calculation:
2S+1 = 1
Net charge = -1
E_LUMO = 0.122 hartree

Last column: Mulliken charge in e.
Geometry (Å):
O -1.5883 3.5253 -0.2112  -0.672
H -2.5691 3.4551 -0.1732  0.315
H -1.2761 2.5959 -0.2941  0.357
O 0.4120 -1.8591 -0.3805  -0.641
O 1.3291 -2.8959 1.2981  -0.658
C 1.3621 -2.4123 0.1590  0.042
H 2.3303 -2.4090 -0.3980  0.257

two) # CH3O3

A cluster of 2 separate species, CH3O3 in total (ωB97M-V/def2-TZVPD, the OMol25 dataset).

Values from the calculation:
2S+1 = 1
Net charge = -1
E_LUMO = 0.151 hartree

Last column: Mulliken charge in e.
Geometry (Å):
O -0.0038 1.0395 -2.4068  -0.689
H -0.5132 1.8811 -2.4307  0.293
H -0.2079 0.6511 -1.5260  0.386
O -0.5743 -0.3390 0.8119  -0.631
O 0.8880 -0.3145 2.4227  -0.655
C 0.1689 -0.9033 1.6050  0.020
H 0.2423 -2.0150 1.5239  0.275

The most stable arrangement is two), and the next structure is 0.283 eV less stable.

one) # C11H18

A cluster of 2 separate species, C11H18 in total (ωB97M-V/def2-TZVPD, the OMol25 dataset).

Values from the calculation:
SMILES string = CCc1ccccc1.CCC
2S+1 = 1
Net charge = 0
E_LUMO = 0.037 hartree

Last column: Mulliken charge in e.
Geometry (Å):
C 0.5553 1.9704 -1.3659  -0.861
C 1.6829 1.0240 -1.6617  -1.076
C 1.6414 -0.4155 -0.8963  0.736
C 2.0552 -0.3693 0.4541  -0.087
C 2.0542 -1.4761 1.1597  -0.549
C 1.8891 -2.6888 0.4837  -0.350
C 1.3151 -2.7604 -0.8573  -0.639
C 1.3248 -1.5295 -1.4841  -0.188
H -0.4887 1.7914 -1.7349  0.226
H 0.8662 3.0240 -1.5870  0.354
H 0.5147 2.1131 -0.2622  0.241
H 1.7137 0.7469 -2.6760  0.456
H 2.7766 1.4394 -1.5281  0.320
H 2.1466 0.6778 0.9223  0.263
H 2.3744 -1.5259 2.2052  0.364
H 1.9600 -3.6081 1.1930  0.220
H 0.9201 -3.7688 -1.1588  0.344
H 1.0020 -1.7311 -2.5426  0.227
C -3.0137 1.2179 0.1197  -0.997
C -2.6151 0.9832 1.6318  -0.272
C -1.5502 -0.1362 1.5771  -0.672
H -2.2082 1.7855 -0.4634  -0.029
H -3.1063 0.2721 -0.4018  0.348
H -3.9367 1.6120 0.0273  0.478
H -3.6283 0.6779 2.1296  0.260
H -2.3617 1.9064 2.1753  0.319
H -1.6982 -0.7927 0.6785  0.229
H -1.6081 -0.6896 2.5329  0.352
H -0.5771 0.2501 1.3299  -0.014

two) # C11H18

An isolated molecule of C11H18 (ωB97M-V/def2-TZVPD, the OMol25 dataset).

Values from the calculation:
SMILES string = CC(C)=C1C(=C(C)C)C1(C)C
2S+1 = 1
Net charge = 0
E_LUMO = 0.029 hartree

Last column: Mulliken charge in e.
Geometry (Å):
C 3.2382 0.2894 0.1013  -1.097
C 1.9902 -0.6162 0.0441  1.262
C 2.0995 -2.0932 0.0007  -1.363
C 0.7625 -0.0984 -0.0927  -1.046
C -0.8583 -0.0944 -0.0937  -0.728
C -2.0051 -0.7065 0.1138  0.800
C -3.1692 0.2508 0.2716  -0.951
C -2.2472 -2.2540 -0.0872  -1.027
C -0.0275 1.1875 -0.0370  1.409
C 0.1697 2.0150 1.2052  -1.420
C -0.0065 1.9787 -1.3498  -1.241
H 3.0205 1.2081 -0.4933  0.235
H 3.2440 0.3417 1.1953  0.292
H 4.1451 -0.3185 -0.2782  0.369
H 3.1044 -2.4852 0.3263  0.393
H 1.2844 -2.6216 0.5184  0.289
H 2.1051 -2.5095 -1.1034  0.237
H -3.9990 -0.4182 0.6613  0.323
H -2.8642 1.0880 0.9020  0.265
H -3.2335 0.9363 -0.6774  0.224
H -1.2318 -2.6548 -0.0346  0.163
H -3.0087 -2.3891 0.7194  0.359
H -2.6556 -2.4297 -1.1274  0.239
H -0.6164 2.7588 1.5160  0.383
H 1.2239 2.4671 1.1511  0.277
H -0.0332 1.3132 2.0826  0.357
H 0.9626 2.5866 -1.2836  0.302
H -0.9436 2.5107 -1.4249  0.374
H 0.1677 1.1976 -2.1834  0.320

The most stable arrangement is one), and the next structure is 2.373 eV less stable.

one) # C11H18

A structure of composition C11H18 (ωB97M-V/def2-TZVPD, the OMol25 dataset).

Values from the calculation:
2S+1 = 1
Net charge = 0
E_LUMO = 0.029 hartree

Last column: Mulliken charge in e.
Geometry (Å):
C -0.5898 1.1551 1.8749  -0.676
C -0.0957 2.4877 1.7532  -0.553
C 1.2720 2.6980 1.6678  -0.564
C 2.1791 1.6362 1.6893  -0.316
C 1.7024 0.3191 1.8493  -0.528
C 0.3180 0.1150 1.9418  -0.402
C -0.5903 -1.0187 -1.2634  1.388
C -0.8823 -1.3413 0.3235  -0.306
C -0.2624 0.5019 -1.5170  -1.279
C -1.8835 -1.3267 -2.0396  -1.454
C 0.6845 -1.8239 -1.7499  -1.979
H -1.6424 0.9426 1.8482  0.571
H -0.8511 3.2543 1.7644  0.400
H 1.6656 3.6574 1.5829  0.456
H 3.2693 1.8461 1.5729  0.315
H 2.3176 -0.5677 1.7545  0.364
H 0.0338 -0.8966 2.0445  0.980
H 0.2494 -1.8226 0.8975  0.185
H -1.3305 -0.2888 0.6760  -0.265
H -1.8307 -2.2686 0.3023  0.157
H 0.2741 0.6176 -2.5841  0.368
H -1.1460 0.9840 -1.1919  0.485
H 0.5361 0.6971 -0.7204  0.138
H -1.8684 -0.7390 -3.0296  0.331
H -2.4307 -0.5222 -1.5948  0.415
H -2.2038 -2.3258 -1.8484  0.436
H 0.5432 -2.7835 -1.7659  0.609
H 0.8155 -1.6188 -2.8475  0.456
H 1.7471 -1.5678 -1.3905  0.268

two) # C11H18

A cluster of 2 separate species, C11H18 in total (ωB97M-V/def2-TZVPD, the OMol25 dataset).

Values from the calculation:
SMILES string = Cc1ccccc1.CC(C)C
2S+1 = 1
Net charge = 0
E_LUMO = 0.036 hartree

Last column: Mulliken charge in e.
Geometry (Å):
C -0.9595 2.8811 1.5482  -1.383
C -1.2997 1.9797 0.4056  0.750
C -1.9683 0.7695 0.5619  -0.277
C -2.3471 -0.0486 -0.4933  -0.592
C -1.9398 0.2784 -1.7789  -0.292
C -1.2638 1.4787 -1.9624  -0.742
C -0.9192 2.2993 -0.8978  -0.271
H -0.2012 2.4314 2.1895  0.279
H -1.8017 3.1333 2.1893  0.333
H -0.5358 3.8228 1.1915  0.365
H -2.2910 0.4850 1.5524  0.380
H -2.9356 -0.9308 -0.2774  0.407
H -2.1408 -0.3497 -2.6365  0.397
H -1.0665 1.7592 -2.9891  0.338
H -0.3819 3.2052 -1.1670  0.282
C 0.6918 -2.7002 -0.3559  -1.385
C 1.2306 -1.5040 0.4068  1.262
C 2.3967 -1.9162 1.3109  -1.607
C 1.7520 -0.4016 -0.5337  -1.226
H 1.3252 -2.9296 -1.2150  0.323
H -0.3436 -2.6206 -0.6641  0.264
H 0.7196 -3.6129 0.2595  0.373
H 0.4444 -1.0882 1.0467  0.010
H 3.3447 -2.0156 0.7823  0.337
H 2.6282 -1.1536 2.0537  0.378
H 2.1598 -2.8579 1.8126  0.412
H 1.0244 0.1834 -1.1013  0.155
H 2.3280 0.2961 0.0814  0.310
H 2.3500 -0.8736 -1.3198  0.419

The most stable arrangement is two), and the next structure is 5.127 eV less stable.

one) # C3H8O3

A cluster of 2 separate species, C3H8O3 in total (ωB97M-V/def2-TZVPD, the OMol25 dataset).

Values from the calculation:
SMILES string = O=CO.CCO
2S+1 = 1
Net charge = 0
E_LUMO = 0.031 hartree

Last column: Mulliken charge in e.
Geometry (Å):
O 0.3783 -3.1537 -0.5528  -0.461
C -0.3504 -3.5194 -1.4243  0.220
O -1.2550 -2.7184 -2.0228  -0.423
H -0.3944 -4.5304 -1.8473  0.323
H -1.1123 -1.8500 -1.6069  0.337
C -0.1136 2.6169 0.5353  -0.960
C 0.4938 1.4292 1.2489  -0.267
O 0.3150 0.2257 0.5094  -0.455
H -1.1884 2.6556 0.6951  0.256
H 0.2880 3.5267 0.9840  0.333
H 0.1201 2.5820 -0.5211  0.278
H 0.0904 1.3017 2.2592  0.232
H 1.5627 1.6118 1.4108  0.295
H 1.1657 -0.1779 0.3325  0.293

two) # C3H8O3

A cluster of 2 separate species, C3H8O3 in total (ωB97M-V/def2-TZVPD, the OMol25 dataset).

Values from the calculation:
SMILES string = O=CCCO.O
2S+1 = 1
Net charge = 0
E_LUMO = 0.022 hartree

Last column: Mulliken charge in e.
Geometry (Å):
O 1.0353 -0.7945 2.3389  -0.460
C 0.0410 -1.0127 1.7005  -0.082
C 0.0394 -1.1116 0.1616  -0.298
C -1.3350 -0.8655 -0.3988  -0.398
O -1.3414 -0.5766 -1.8002  -0.514
H -0.9468 -1.1515 2.1541  0.366
H 0.6901 -0.3760 -0.3097  0.238
H 0.5010 -2.0785 -0.0696  0.276
H -2.0427 -1.6931 -0.2697  0.285
H -1.7948 -0.0033 0.0857  0.283
H -0.4556 -0.6786 -2.1521  0.308
O 2.1635 3.3833 -0.6983  -0.634
H 1.6083 2.7007 -0.3459  0.302
H 1.8376 4.2579 -0.3965  0.329

The most stable arrangement is one), and the next structure is 0.782 eV less stable.